# 1
The following is a DFT calculation (wB97M-V/def2-TZVPD) of an isolated ion of composition C10H21NO2P and charge +1 in a non-equilibrium geometry.

Atoms and positions in Å:
C  -3.8762  2.4258  0.0903
C  -3.2317  0.9987  -0.1261
C  -1.7037  0.9521  0.1988
O  -1.0844  1.8321  0.7489
C  -1.0165  -0.3619  -0.2903
P  -1.9906  -1.7585  0.5823
C  -0.9366  -3.0799  -0.1652
N  0.4101  -0.3771  -0.2318
C  1.0776  0.6407  -1.1190
C  2.5885  0.4611  -1.1838
C  3.2201  0.6099  0.1876
O  4.6224  0.4193  0.1526
C  2.5202  -0.4890  1.1404
C  0.9745  -0.4095  1.1736
H  -4.2128  2.5803  1.0493
H  -4.8969  2.5970  -0.4494
H  -3.2271  3.2378  -0.3355
H  -3.4249  0.7025  -1.1167
H  -3.6626  0.2400  0.6284
H  -1.2916  -0.2903  -1.4220
H  -1.4097  -1.6722  1.9429
H  -1.1433  -2.9154  -1.1594
H  -1.4029  -4.0628  0.1475
H  0.2042  -3.1550  0.0300
H  0.8342  -1.3056  -0.6676
H  0.6355  1.6026  -0.8333
H  0.6473  0.4429  -2.0308
H  2.7712  -0.6254  -1.4057
H  3.0043  1.0761  -1.9625
H  2.9680  1.5534  0.5295
H  4.9499  0.6684  -0.6516
H  2.9982  -0.2149  2.1189
H  2.8580  -1.5043  0.9763
H  0.5709  -1.3086  1.6518
H  0.6565  0.4898  1.8017

Cartesian forces (eV/Å) of the 3 atoms listed first:
-0.5 -0.1 -3.6
0.0 1.1 3.0
-0.2 0.6 -0.3

Total charge: +1
Total energy (Eh): -939.89743
Energy above the lowest of the compared OMol25 structures with the same formula, charge and spin (eV): 1.5730
LUMO energy (Ha): -0.1074
SMILES string: CCC(=O)[C@H](PC)[N@H+]1CC[C@H](O)CC1

***

# 2
The following is a DFT calculation (wB97M-V/def2-TZVPD) of a 2-piece molecular cluster, C14H18Br2NO5PS overall in a non-equilibrium geometry.

Atoms and positions in Å:
C  1.0144  -4.1303  1.6062
C  0.4842  -2.7149  1.8256
Br  0.1574  -2.2406  3.6613
C  0.2591  -1.8200  0.8630
Br  0.7319  -2.4450  -0.9455
P  -0.3939  -0.0480  0.9836
C  -1.7729  -0.2938  -0.2293
C  -3.1619  0.1137  0.3918
C  -3.9235  -1.1894  0.7681
C  -4.9522  -0.9548  1.8947
O  -4.3403  -0.4155  3.0625
N  -0.8390  1.8074  1.0731
C  -0.9612  2.1400  2.2194
S  -1.4636  2.7055  3.6278
H  2.1095  -4.1609  1.5557
H  0.7260  -4.7050  2.5034
H  0.5188  -4.6224  0.7637
H  -0.7821  -0.1555  2.3252
H  0.8813  0.3994  0.5737
H  -1.8821  -1.3517  -0.5015
H  -1.5875  0.2707  -1.1532
H  -3.7203  0.6865  -0.3587
H  -3.0570  0.6711  1.3303
H  -3.1943  -1.9226  1.1686
H  -4.3831  -1.6744  -0.1079
H  -5.6848  -0.2076  1.5510
H  -5.4515  -1.8978  2.1703
H  -4.0082  -1.1238  3.6250
O  5.8335  2.8886  -3.4883
C  4.7600  2.4860  -3.0803
C  4.3730  1.0814  -3.1025
C  3.1693  0.7063  -2.6508
O  2.7779  -0.5694  -2.6528
C  2.1857  1.7052  -2.1217
O  1.0950  1.3096  -1.7514
C  2.5792  3.1064  -2.0774
C  3.7852  3.4795  -2.5225
O  4.1904  4.7505  -2.5007
H  5.0903  0.3725  -3.4914
H  1.8808  -0.5991  -2.2519
H  1.8654  3.8132  -1.6776
H  5.0911  4.7486  -2.8785

Cartesian forces (eV/Å) of the 3 atoms listed first:
-0.7 0.0 1.5
0.3 -0.4 -0.8
0.1 -0.2 -0.3

Total energy (Eh): -6862.71127
Energy above the lowest of the compared OMol25 structures with the same formula, charge and spin (eV): 0.3138
LUMO energy (Ha): -0.0563
SMILES string: C/C(Br)=C(\Br)[PH2](CCCCO)N=C=S.O=C1C=C(O)C(=O)C=C1O

***

# 3
The following is a DFT calculation (wB97M-V/def2-TZVPD) of a 2-piece molecular cluster, C3H11N4 overall in a non-equilibrium geometry.

Atoms and positions in Å:
C  1.3714  -0.7636  -0.0565
C  0.0449  -0.7064  0.2611
C  2.3461  0.3429  -0.2141
N  -0.7388  -1.8453  0.2978
N  -0.1666  1.5934  0.5269
N  -0.6463  0.4138  0.6486
N  -2.2854  0.3220  -0.5441
H  1.7841  -1.7609  -0.1218
H  3.3577  -0.0535  -0.2069
H  2.2107  0.8672  -1.1629
H  2.2621  1.0716  0.5965
H  -0.2367  -2.7195  0.2713
H  -1.4730  -1.8302  0.9899
H  0.4769  1.8737  -0.2083
H  -0.6391  2.3191  1.0522
H  -2.2507  0.9623  -1.3292
H  -2.3558  -0.6367  -0.8654
H  -3.0617  0.5500  0.0650

Cartesian forces (eV/Å) of the 3 atoms listed first:
-0.9 0.3 0.4
1.6 -0.7 -0.9
0.1 0.1 -0.1

Total charge: +1
Total energy (Eh): -339.59957
Energy above the lowest of the compared OMol25 structures with the same formula, charge and spin (eV): 3.2680
LUMO energy (spin up / spin down) (Ha): -0.1795 / -0.1795